{
  "formula": "C25H36CaNP2S",
  "method": "wB97M-V/def2-TZVPD",
  "largest_force_ev_per_a": 0.58,
  "spin_multiplicity": 2,
  "total_energy_ev": -75850.740,
  "homo_lumo_gap_ev": [5.5846, 7.3310],
  "total_charge": 0,
  "species": ["Ca", "S", "P", "P", "N", "C", "C", "C", "C", "C", "C", "C", "C", "C", "C", "C", "C", "C", "C", "C", "C", "C", "C", "C", "C", "C", "C", "C", "C", "C", "H", "H", "H", "H", "H", "H", "H", "H", "H", "H", "H", "H", "H", "H", "H", "H", "H", "H", "H", "H", "H", "H", "H", "H", "H", "H", "H", "H", "H", "H", "H", "H", "H", "H", "H", "H"],
  "xyz": [[-0.30, -0.19, 1.74], [0.10, 0.12, 5.51], [-0.30, -2.49, 0.09], [-0.82, 2.31, 0.43], [1.21, 0.06, 0.09], [-1.44, 3.53, 1.67], [3.00, 3.84, 0.62], [-2.38, -2.40, -1.74], [1.46, -0.66, -1.05], [-0.71, 2.08, -2.30], [-0.23, -4.42, 2.07], [-2.75, 3.23, -1.38], [-1.76, -3.32, -0.70], [0.63, -3.82, 0.96], [-2.89, 3.19, 1.99], [2.29, -0.20, -2.09], [1.63, 3.71, 0.61], [3.20, 1.46, 0.30], [3.79, 2.70, 0.48], [-1.25, 3.00, -1.21], [1.10, -2.68, -2.36], [1.80, 1.32, 0.25], [1.01, 2.46, 0.44], [0.83, -1.93, -1.22], [-1.59, -4.74, -1.24], [-0.26, -0.53, 4.12], [2.51, -0.97, -3.22], [1.93, -2.22, -3.37], [1.92, -3.26, 1.54], [-0.64, 3.51, 2.98], [0.39, 3.83, 2.87], [-3.34, -2.80, -2.06], [-3.32, 3.95, 2.65], [-2.94, 2.24, 2.53], [1.01, 4.59, 0.73], [4.86, 2.78, 0.51], [0.32, -5.21, 2.59], [-1.16, -4.85, 1.71], [0.64, -3.65, -2.48], [-0.48, -3.66, 2.82], [-0.63, 2.51, 3.43], [-2.54, -1.39, -1.36], [0.87, -4.59, 0.22], [-1.40, 4.53, 1.22], [-1.26, -5.44, -0.48], [-2.47, -3.38, 0.14], [-1.13, 4.16, 3.70], [-2.95, 3.58, -2.39], [-0.94, 2.50, -3.28], [0.37, 1.95, -2.24], [-1.16, 1.09, -2.25], [3.81, 0.58, 0.20], [-1.74, -2.31, -2.62], [2.76, 0.76, -2.01], [2.11, -2.82, -4.25], [3.16, -0.57, -4.00], [-3.13, 3.98, -0.69], [2.53, -2.78, 0.77], [-3.53, 3.10, 1.11], [1.72, -2.53, 2.32], [-0.88, -4.79, -2.07], [2.50, -4.06, 2.00], [-2.54, -5.10, -1.63], [-0.73, 3.97, -1.26], [-3.31, 2.31, -1.23], [3.46, 4.81, 0.75]]
}